a:
# C5H13O3

3 unconnected molecules or ions with the total composition C5H13O3 (ωB97M-V with the def2-TZVPD basis set, the OMol25 dataset).

CARTESIAN COORDINATES (ANGSTROEM)
O  1.482  -1.634  0.722
O  -0.888  -2.010  0.423
O  3.061  -1.416  -1.467
C  -0.353  2.174  -0.106
C  -0.974  1.247  0.841
C  -1.862  0.259  0.020
C  -1.224  -1.061  -0.505
C  -0.141  3.464  0.158
H  -0.300  -0.669  -1.000
H  1.723  -1.545  1.701
H  2.427  -1.476  -0.715
H  0.430  4.212  -0.414
H  -2.064  -1.526  -1.116
H  0.207  -1.989  0.712
H  -2.255  0.931  -0.852
H  -0.306  0.622  1.504
H  -2.714  0.099  0.722
H  0.137  1.844  -1.043
H  3.056  -2.364  -1.898
H  -1.646  1.798  1.527
H  -0.609  4.051  1.007

Frontier orbital gap: 8.10 eV
Total charge: -1
LUMO energy: 3.754 eV

---

b:
# C5H13O3

3 unconnected molecules or ions with the total composition C5H13O3 (ωB97M-V with the def2-TZVPD basis set, the OMol25 dataset).

CARTESIAN COORDINATES (ANGSTROEM)
O  -2.079  1.677  0.651
O  1.511  -2.745  -1.957
O  -2.548  3.927  -0.338
C  1.043  -2.268  0.912
C  1.476  -0.843  0.501
C  0.665  -0.432  -0.733
C  -0.760  0.061  -0.520
C  -0.836  1.214  0.516
H  -1.686  4.197  -0.672
H  1.406  -0.131  1.318
H  0.062  -2.355  1.370
H  2.443  -1.101  0.063
H  -0.411  0.904  1.488
H  0.551  -1.414  -1.291
H  1.240  0.333  -1.242
H  -1.225  0.378  -1.448
H  -0.090  1.958  0.152
H  -1.331  -0.801  -0.164
H  1.806  -2.897  1.376
H  1.108  -2.666  -0.115
H  -2.346  3.003  0.136

Frontier orbital gap: 4.16 eV
Total charge: -1
LUMO energy: 0.027 eV

---

Most stable structure: a

---

a:
# C7H11Cl12I2O3P2S

A molecular structure, C7H11Cl12I2O3P2S (ωB97M-V with the def2-TZVPD basis set, the OMol25 dataset).

CARTESIAN COORDINATES (ANGSTROEM)
I  -1.507  5.918  2.214
I  -3.229  6.686  -0.868
Cl  -3.848  -5.067  -0.201
Cl  6.340  -4.144  -2.519
Cl  0.158  4.490  -1.082
Cl  -1.604  -6.857  -0.655
Cl  2.403  4.439  0.762
Cl  3.727  -4.580  -3.716
Cl  3.961  -1.339  0.588
Cl  2.729  -3.867  1.329
Cl  4.874  -2.764  2.952
Cl  -1.568  -5.029  1.604
Cl  2.352  2.631  -1.514
Cl  4.837  -1.894  -3.585
S  -2.092  2.629  1.653
P  -0.873  1.446  0.297
P  -1.326  -0.625  0.906
O  -0.026  -1.389  1.639
O  -1.824  -1.487  -0.234
O  -2.582  -0.584  2.062
C  -2.335  4.318  0.974
C  4.729  -3.465  -2.778
C  3.482  -2.385  1.933
C  1.903  4.236  -0.921
C  -2.097  -5.265  -0.069
C  -3.003  4.620  -0.226
C  -3.577  3.402  -1.082
H  -3.869  2.587  -0.362
H  0.476  1.792  0.649
H  2.752  -1.851  2.535
H  -3.349  2.018  1.658
H  4.261  -3.319  -1.808
H  -4.485  3.752  -1.651
H  2.415  4.980  -1.524
H  -3.401  -0.341  1.585
H  -0.385  -2.244  1.973
H  -2.800  3.062  -1.831
H  -1.620  -4.509  -0.688

Frontier orbital gap: 7.52 eV
Total charge: +1
LUMO energy: -4.947 eV

---

b:
# C7H11Cl12I2O3P2S

A molecular structure, C7H11Cl12I2O3P2S (ωB97M-V with the def2-TZVPD basis set, the OMol25 dataset).

CARTESIAN COORDINATES (ANGSTROEM)
I  -0.357  0.904  5.776
I  -3.139  -1.455  6.047
Cl  -1.560  4.105  -5.821
Cl  3.181  -2.796  -5.543
Cl  -3.076  2.048  0.163
Cl  3.209  -4.529  -3.213
Cl  4.160  -1.794  -3.003
Cl  -1.556  1.212  -6.091
Cl  -3.227  2.482  -4.080
Cl  2.482  4.823  -1.996
Cl  2.269  2.197  -3.219
Cl  -1.426  3.309  2.194
Cl  -3.163  1.098  2.903
Cl  0.086  3.224  -1.592
S  0.612  -0.795  3.339
P  -0.404  -0.674  1.395
P  1.278  -1.362  0.136
O  2.401  -2.011  1.083
O  1.951  -0.032  -0.386
O  0.771  -2.303  -0.866
C  1.838  3.199  -1.829
C  -1.676  -1.626  4.612
C  -1.705  2.569  -4.978
C  -2.965  2.518  1.856
C  -1.854  -2.788  3.675
C  -0.680  -0.734  4.547
C  3.003  -2.883  -3.799
H  -2.365  -3.605  4.181
H  -2.474  -2.484  2.826
H  2.007  -2.553  -3.535
H  2.178  -2.936  1.287
H  -3.767  3.210  2.077
H  2.273  2.750  -0.946
H  -0.897  2.504  -4.261
H  0.976  -2.089  3.335
H  -0.895  -3.167  3.309
H  2.754  -0.258  -0.898
H  -0.241  0.724  1.320

Frontier orbital gap: 8.15 eV
Total charge: +1
LUMO energy: -4.479 eV

---

Most stable structure: b

---

a:
# C3H12O3

A molecular structure, C3H12O3 (ωB97M-V with the def2-TZVPD basis set, the OMol25 dataset).

CARTESIAN COORDINATES (ANGSTROEM)
O  -0.608  0.367  1.430
O  -0.564  -1.792  -0.003
O  -2.649  0.227  -0.229
C  1.730  0.877  -0.315
C  2.438  -0.438  0.017
C  0.439  0.846  -1.130
H  0.529  0.778  0.088
H  -1.462  -1.674  -0.326
H  -1.961  0.552  0.436
H  0.457  -0.083  -1.706
H  2.235  1.831  -0.361
H  -0.443  -0.932  0.514
H  0.433  1.730  -1.735
H  3.343  -0.139  0.521
H  2.670  -0.911  -0.936
H  1.628  -0.986  0.479
H  -3.392  0.739  0.107
H  -0.163  1.220  1.451

Frontier orbital gap: 7.13 eV
Total charge: 0
LUMO energy: -2.106 eV

---

b:
# C3H12O3

4 unconnected molecules or ions with the total composition C3H12O3 (ωB97M-V with the def2-TZVPD basis set, the OMol25 dataset).

CARTESIAN COORDINATES (ANGSTROEM)
O  2.364  1.243  1.844
O  1.249  -0.666  -2.677
O  0.310  2.084  -1.346
C  -1.958  0.268  1.398
C  -1.600  -0.852  0.526
C  -0.701  -1.904  0.769
H  -1.922  -0.862  -0.508
H  3.181  1.643  1.395
H  -0.726  -2.733  0.070
H  0.966  -1.130  -3.494
H  -2.781  -0.075  2.096
H  -1.008  0.791  2.004
H  -2.454  0.969  0.668
H  2.463  0.338  1.494
H  1.654  -1.315  -2.079
H  0.644  1.305  -1.830
H  0.282  2.826  -1.968
H  0.042  -1.931  1.636

Structure (SMILES): C=CC.O.O.O
Frontier orbital gap: 9.32 eV
Total charge: 0
LUMO energy: 0.406 eV

---

c:
# C3H12O3

3 unconnected molecules or ions with the total composition C3H12O3 (ωB97M-V with the def2-TZVPD basis set, the OMol25 dataset).

CARTESIAN COORDINATES (ANGSTROEM)
O  -0.653  1.496  -2.007
O  -0.468  -0.042  -0.027
O  -0.969  2.154  1.656
C  1.399  -1.104  -0.848
C  0.713  -0.774  0.417
C  0.151  -2.033  1.157
H  -0.951  2.585  0.868
H  -0.313  1.248  -2.794
H  0.906  -1.837  -1.479
H  -1.041  -0.688  -0.561
H  1.692  -0.208  -1.332
H  -0.757  -2.499  0.633
H  -0.177  -1.903  2.237
H  -0.656  1.252  1.422
H  2.444  -1.555  -0.818
H  -0.244  0.829  -1.385
H  1.032  -2.758  0.894
H  1.208  0.144  0.978

Structure (SMILES): CC(C)O.O.O
Frontier orbital gap: 11.34 eV
Total charge: 0
LUMO energy: 0.571 eV

---

Most stable structure: c